No. 1
Entry from the OMol25 dataset: C30H54Br27N2O as an isolated structure (ωB97M-V with the def2-TZVPD basis set).

Values from the calculation:
* energy: -1928151.6179 eV
* total charge: +1
* HOMO-LUMO gap: 9.32 eV

Atoms and positions in Å:
1 C 3.295 2.378 4.998
2 C 4.175 1.268 4.385
3 C 3.341 0.227 3.626
4 C 2.707 0.797 2.332
5 C 3.146 0.075 1.038
6 C 2.187 -1.036 0.556
7 C 2.526 -2.465 1.007
8 C 2.200 -2.851 2.453
9 C 0.795 -2.412 2.893
10 C -0.286 -3.199 2.158
11 C -1.717 -2.960 2.638
12 N -2.190 -1.600 2.185
13 C -3.413 -1.743 1.297
14 C -4.188 -0.439 1.188
15 C -3.393 0.624 0.419
16 C -4.007 2.033 0.368
17 C -5.455 2.019 -0.109
18 C -3.816 2.843 1.667
19 N -4.671 -0.012 2.519
20 C -3.891 -0.569 3.639
21 C -2.427 -0.543 3.255
22 C -1.433 -0.577 4.437
23 O -2.006 -0.055 5.605
24 C -1.883 1.364 5.709
25 H 3.163 3.190 4.283
26 H 3.741 2.761 5.912
27 H 2.303 1.975 5.210
28 H 4.738 0.753 5.163
29 H 4.874 1.694 3.662
30 H 2.582 -0.194 4.292
31 H 3.999 -0.603 3.353
32 H 1.617 0.741 2.372
33 H 3.006 1.843 2.260
34 H 3.183 0.818 0.236
35 H 4.155 -0.332 1.125
36 H 1.151 -0.761 0.774
37 H 2.257 -1.067 -0.531
38 H 2.003 -3.146 0.328
39 H 3.590 -2.627 0.821
40 H 2.223 -3.945 2.507
41 H 2.946 -2.505 3.165
42 H 0.719 -2.557 3.974
43 H 0.684 -1.344 2.691
44 H -0.079 -4.269 2.210
45 H -0.242 -2.941 1.091
46 H -2.347 -3.722 2.185
47 H -1.818 -3.058 3.715
48 H -1.461 -1.243 1.566
49 H -3.057 -2.101 0.330
50 H -4.057 -2.512 1.721
51 H -5.067 -0.671 0.586
52 H -3.332 0.258 -0.611
53 H -2.355 0.705 0.765
54 H -3.435 2.557 -0.407
55 H -6.083 1.332 0.461
56 H -5.900 3.011 -0.023
57 H -5.527 1.728 -1.161
58 H -3.499 3.856 1.435
59 H -4.734 2.853 2.252
60 H -3.048 2.379 2.290
61 H -5.625 -0.337 2.625
62 H -4.204 -1.585 3.922
63 H -4.053 0.052 4.515
64 H -2.286 0.408 2.740
65 H -0.553 0.019 4.168
66 H -1.070 -1.571 4.681
67 H -0.860 1.624 5.989
68 H -2.559 1.688 6.495
69 H -2.149 1.853 4.768
70 C 1.567 -2.436 -3.653
71 Br 0.296 -2.271 -2.221
72 Br 3.122 -3.413 -3.092
73 Br 0.758 -3.173 -5.232
74 H 1.900 -1.436 -3.883
75 C 4.532 5.949 0.122
76 Br 5.386 4.534 -0.865
77 Br 2.652 5.605 0.349
78 Br 5.409 6.269 1.800
79 H 4.622 6.849 -0.469
80 C 7.386 -2.873 -3.745
81 Br 6.375 -1.368 -4.390
82 Br 7.025 -3.227 -1.886
83 Br 7.097 -4.434 -4.826
84 H 8.432 -2.612 -3.821
85 C -1.322 -6.488 -3.514
86 Br 0.494 -6.308 -2.903
87 Br -2.431 -5.039 -2.880
88 Br -1.424 -6.650 -5.422
89 H -1.717 -7.398 -3.085
90 C -3.615 0.304 -3.732
91 Br -1.962 1.142 -4.239
92 Br -5.032 0.706 -4.965
93 Br -3.379 -1.598 -3.525
94 H -3.905 0.704 -2.771
95 C 2.983 3.021 -3.495
96 Br 1.474 4.202 -3.341
97 Br 2.457 1.297 -4.182
98 Br 4.386 3.784 -4.557
99 H 3.373 2.870 -2.498
100 C 4.176 4.903 -8.618
101 Br 5.742 3.934 -8.048
102 Br 2.556 4.123 -7.930
103 Br 4.304 6.769 -8.176
104 H 4.133 4.827 -9.695
105 C -3.559 -6.843 -9.260
106 Br -2.033 -7.940 -8.842
107 Br -5.202 -7.693 -8.740
108 Br -3.394 -5.087 -8.489
109 H -3.582 -6.721 -10.334
110 C -2.570 7.115 1.778
111 Br -2.024 6.014 0.294
112 Br -4.387 7.704 1.584
113 Br -2.290 6.216 3.458
114 H -1.939 7.992 1.774

=====

No. 2
Entry from the OMol25 dataset: a 5-piece molecular cluster, C30H54NO13 overall (ωB97M-V with the def2-TZVPD basis set).

Values from the calculation:
* energy: -60089.1752 eV
* total charge: +1
* HOMO-LUMO gap: 9.45 eV

Atoms and positions in Å:
1 C 5.246 0.719 1.346
2 O 4.779 -0.305 2.200
3 C 4.690 -1.581 1.586
4 C 3.421 -1.734 0.728
5 C 2.451 -2.832 1.185
6 C 1.975 -2.701 2.634
7 C 1.151 -1.431 2.883
8 C 1.497 -0.679 4.184
9 C 1.084 0.789 4.126
10 C 2.063 1.632 3.287
11 C 1.376 2.549 2.292
12 C 0.934 1.783 1.055
13 C 1.413 2.185 -0.338
14 C 0.579 1.256 -1.242
15 C -0.702 0.954 -0.430
16 N -0.565 1.802 0.811
17 H 4.636 1.615 1.492
18 H 6.288 0.966 1.589
19 H 5.185 0.429 0.290
20 H 5.594 -1.779 0.991
21 H 4.693 -2.304 2.405
22 H 2.909 -0.761 0.748
23 H 3.685 -1.909 -0.324
24 H 1.565 -2.804 0.519
25 H 2.917 -3.813 1.032
26 H 2.819 -2.720 3.331
27 H 1.372 -3.589 2.870
28 H 1.322 -0.749 2.032
29 H 0.079 -1.668 2.882
30 H 2.580 -0.722 4.355
31 H 1.005 -1.175 5.033
32 H 0.050 0.872 3.749
33 H 1.050 1.199 5.143
34 H 2.793 0.983 2.780
35 H 2.647 2.273 3.956
36 H 0.498 2.978 2.793
37 H 2.021 3.385 2.007
38 H 1.162 0.710 1.144
39 H 2.476 1.971 -0.452
40 H 1.205 3.247 -0.529
41 H 1.124 0.314 -1.342
42 H 0.351 1.680 -2.219
43 H -0.748 -0.089 -0.105
44 H -1.648 1.165 -0.928
45 H -1.086 1.464 1.617
46 H -0.842 2.759 0.599
47 C 2.143 -2.059 -5.092
48 C 1.040 -2.686 -4.286
49 C -0.371 -2.403 -4.761
50 O -1.118 -2.463 -3.525
51 C -0.285 -2.164 -2.526
52 O -0.635 -1.949 -1.399
53 O 0.988 -2.127 -2.942
54 H 3.121 -2.350 -4.713
55 H 2.066 -2.382 -6.130
56 H 2.070 -0.971 -5.058
57 H 1.197 -3.760 -4.169
58 H -0.768 -3.125 -5.465
59 H -0.479 -1.403 -5.176
60 C -3.886 -1.587 -1.617
61 C -5.355 -1.630 -1.274
62 C -5.837 -2.854 -0.518
63 O -7.190 -2.984 -0.976
64 C -7.274 -2.435 -2.204
65 O -8.190 -2.541 -2.949
66 O -6.142 -1.740 -2.481
67 H -3.651 -0.660 -2.142
68 H -3.264 -1.653 -0.725
69 H -3.626 -2.410 -2.280
70 H -5.677 -0.718 -0.761
71 H -5.826 -2.749 0.562
72 H -5.284 -3.751 -0.810
73 C 3.976 5.863 8.287
74 C 3.584 4.898 7.201
75 C 4.192 5.153 5.835
76 O 3.180 4.630 4.957
77 C 1.992 4.703 5.597
78 O 0.937 4.522 5.072
79 O 2.174 5.006 6.892
80 H 3.535 5.578 9.240
81 H 5.061 5.872 8.399
82 H 3.637 6.869 8.041
83 H 3.764 3.865 7.509
84 H 5.133 4.639 5.661
85 H 4.305 6.220 5.634
86 C -7.020 -1.171 -7.683
87 C -5.789 -1.708 -7.005
88 C -5.463 -1.108 -5.655
89 O -4.029 -1.236 -5.607
90 C -3.575 -1.254 -6.881
91 O -2.423 -1.176 -7.179
92 O -4.590 -1.373 -7.747
93 H -7.208 -1.691 -8.620
94 H -7.883 -1.307 -7.032
95 H -6.901 -0.109 -7.900
96 H -5.825 -2.798 -6.936
97 H -5.910 -1.622 -4.813
98 H -5.714 -0.045 -5.615

=====

No. 3
Entry from the OMol25 dataset: a 7-piece molecular cluster, C30H55B2F8N10 overall in a non-equilibrium geometry (ωB97M-V with the def2-TZVPD basis set).

Values from the calculation:
* energy relative to the best compared isomer or geometry (same formula, charge and spin): 85.6 kcal per mole
* energy: -69984.4334 eV
* total charge: +3
* HOMO-LUMO gap: 8.44 eV

Atoms and positions in Å:
1 C -3.713 -0.589 1.458
2 C -4.468 -0.650 2.802
3 N -3.782 -1.452 3.822
4 C -4.353 -1.864 5.010
5 C -3.343 -2.217 5.862
6 N -2.178 -1.972 5.170
7 C -2.463 -1.443 3.975
8 C -0.828 -2.167 5.651
9 H -2.935 0.174 1.508
10 H -4.346 -0.308 0.620
11 H -3.367 -1.619 1.324
12 H -5.448 -1.112 2.693
13 H -4.641 0.394 3.070
14 H -5.412 -1.799 5.188
15 H -3.352 -2.615 6.861
16 H -1.775 -0.963 3.295
17 H -0.295 -1.228 5.817
18 H -0.221 -2.585 4.845
19 H -0.778 -2.789 6.537
20 C -0.040 -3.302 -1.415
21 C -0.291 -3.272 -2.911
22 N 0.654 -2.595 -3.806
23 C 1.154 -1.328 -3.580
24 C 1.938 -0.978 -4.602
25 N 1.905 -2.012 -5.519
26 C 1.002 -2.891 -5.074
27 C 2.709 -2.118 -6.750
28 H 0.188 -2.341 -0.946
29 H 0.564 -4.124 -1.035
30 H -0.986 -3.465 -0.887
31 H -1.244 -2.813 -3.178
32 H -0.376 -4.301 -3.264
33 H 0.930 -0.786 -2.673
34 H 2.479 -0.067 -4.792
35 H 0.607 -3.752 -5.590
36 H 2.027 -2.147 -7.595
37 H 3.316 -3.019 -6.703
38 H 3.395 -1.279 -6.817
39 C 3.150 5.100 -1.848
40 C 2.310 4.233 -0.889
41 N 2.646 4.481 0.515
42 C 1.730 4.312 1.518
43 C 2.414 4.204 2.694
44 N 3.756 4.328 2.395
45 C 3.855 4.514 1.065
46 C 4.833 4.385 3.376
47 H 4.127 4.621 -1.926
48 H 3.260 6.086 -1.401
49 H 2.759 5.186 -2.858
50 H 2.408 3.170 -1.141
51 H 1.239 4.168 -1.096
52 H 0.672 4.208 1.333
53 H 2.046 3.938 3.669
54 H 4.810 4.593 0.573
55 H 4.495 4.895 4.284
56 H 5.526 5.165 3.061
57 H 5.151 3.394 3.677
58 C -5.254 -2.004 -4.819
59 C -3.840 -2.202 -4.283
60 N -3.337 -0.995 -3.635
61 C -3.300 -0.882 -2.222
62 C -3.052 0.430 -2.036
63 N -2.951 1.123 -3.198
64 C -3.198 0.213 -4.162
65 C -2.772 2.569 -3.311
66 H -5.449 -1.157 -5.476
67 H -5.945 -1.883 -3.983
68 H -5.536 -2.891 -5.388
69 H -3.100 -2.419 -5.057
70 H -3.827 -3.014 -3.560
71 H -3.396 -1.820 -1.708
72 H -3.055 0.935 -1.077
73 H -3.338 0.418 -5.211
74 H -3.679 3.166 -3.355
75 H -2.160 2.759 -4.192
76 H -2.180 2.857 -2.445
77 C 3.551 -1.841 -0.317
78 C 2.706 -1.725 0.959
79 N 3.380 -1.203 2.133
80 C 3.229 0.048 2.698
81 C 3.842 0.031 3.915
82 N 4.268 -1.246 4.128
83 C 4.049 -1.949 3.015
84 C 4.773 -1.841 5.383
85 H 2.925 -2.237 -1.112
86 H 4.436 -2.471 -0.195
87 H 4.015 -0.879 -0.539
88 H 2.229 -2.679 1.183
89 H 1.860 -1.078 0.728
90 H 2.717 0.849 2.187
91 H 3.956 0.808 4.650
92 H 4.285 -2.994 2.891
93 H 3.994 -2.361 5.935
94 H 5.286 -1.157 6.054
95 H 5.516 -2.590 5.115
96 B -4.895 2.917 0.407
97 F -5.332 4.178 0.783
98 F -3.509 2.745 0.375
99 F -5.472 2.004 1.353
100 F -5.487 2.577 -0.844
101 B -0.068 1.066 0.583
102 F -0.618 0.488 -0.575
103 F 0.104 0.114 1.592
104 F 1.186 1.607 0.194
105 F -0.968 2.022 1.069